Record 1
C8H7O2P in the gas phase at a distorted geometry, computed with ωB97M-V/def2-TZVPD.

## Properties
ΔE to the lowest compared entry with this formula, charge and spin	0.00	kJ/mol
LUMO energy	0.3	eV
structure (SMILES)	O=C1O[C@H](P)c2ccccc21

Geometry as XYZ:
```
18
Properties=species:S:1:pos:R:3:mulliken_charge:R:1
C 2.350 0.695 0.549 -0.549
C 2.197 -0.607 0.033 -0.135
C 1.273 1.596 0.451 -0.421
C 0.997 -1.043 -0.446 -0.540
C 0.030 1.078 0.121 0.354
C -0.105 -0.255 -0.280 0.335
C -1.256 1.778 0.059 0.327
C -1.492 -0.478 -0.584 -0.157
O -1.519 2.933 0.325 -0.641
O -2.164 0.967 -0.363 -0.348
P -2.545 -1.540 0.593 -0.037
H 3.399 1.007 0.706 0.326
H 3.161 -1.213 -0.210 0.264
H 1.239 2.615 0.893 0.385
H 1.041 -2.100 -0.679 0.376
H -1.772 -0.828 -1.620 0.351
H -1.447 -2.356 0.833 0.039
H -3.388 -2.250 -0.380 0.070
```

Record 2
A gas-phase ion, C3H4N3 (charge +1) at a distorted geometry, computed with ωB97M-V/def2-TZVPD.

## Properties
ΔE to the lowest compared entry with this formula, charge and spin	163.77	kJ/mol
charge	+1
LUMO energy	-5.6	eV
structure (SMILES)	CC=[N+]=c1nn1

Geometry as XYZ:
```
10
Properties=species:S:1:pos:R:3:mulliken_charge:R:1
C -1.873 -0.095 0.074 0.499
C 0.584 -0.597 -0.239 0.190
C 1.606 0.343 0.182 -0.930
N -2.947 0.528 -0.548 -0.039
N -3.219 0.010 0.546 -0.032
N -0.679 -0.421 -0.031 -0.039
H 0.857 -1.516 -0.747 0.390
H 1.235 1.092 0.878 0.325
H 1.979 0.847 -0.717 0.311
H 2.458 -0.191 0.602 0.324
```

Record 3
A molecular structure, C17H31N3P2Re at a distorted geometry, computed with ωB97M-V/def2-TZVPD.

## Properties
spin multiplicity	4
ΔE to the lowest compared entry with this formula, charge and spin	478.83	kJ/mol
charge	+2
LUMO energy (alpha / beta)	-8.9 / -9.4	eV

Geometry as XYZ:
```
54
Properties=species:S:1:pos:R:3:mulliken_charge:R:1
P 0.110 -2.711 -1.385 1.049
P -0.333 0.448 -1.316 1.665
C -0.495 -1.946 -2.997 -0.992
C 0.078 -0.573 -3.070 -1.051
H -1.593 -1.968 -3.032 0.420
H -0.121 -2.595 -3.795 0.548
H 1.173 -0.569 -3.167 0.457
H -0.340 0.022 -3.888 0.613
C -1.746 1.287 -2.412 -1.704
H -2.101 2.225 -1.964 0.419
H -2.544 0.555 -2.557 0.444
H -1.349 1.546 -3.394 0.679
C 0.815 1.811 -1.879 -1.523
H 0.588 2.058 -2.920 0.551
H 1.843 1.446 -1.838 0.463
H 0.721 2.728 -1.296 0.505
C -1.025 -4.110 -1.243 -1.298
H -1.214 -4.341 -0.190 0.389
H -0.554 -4.986 -1.705 0.423
H -1.976 -3.898 -1.738 0.434
C 1.674 -3.458 -1.978 -1.507
H 2.385 -2.665 -2.233 0.381
H 1.453 -4.076 -2.856 0.500
H 2.082 -4.072 -1.173 0.491
Re 0.350 -1.152 0.151 0.416
C 0.733 3.157 2.788 -0.537
C -0.483 3.359 2.267 -0.405
C -1.107 3.045 0.931 -0.930
C -1.966 1.760 0.936 0.198
C -1.959 0.957 -0.298 -0.610
C 1.702 0.159 1.001 -0.562
C 1.754 1.619 0.962 0.884
C 1.928 2.419 2.293 -1.076
C 1.169 -2.759 1.193 -1.787
H 0.953 3.669 3.728 0.402
H -1.171 3.947 2.901 0.374
H -0.394 3.072 0.090 0.460
H -1.796 3.877 0.692 0.518
H -1.723 1.157 1.839 -0.290
H -3.038 2.018 1.123 0.612
H -2.674 0.107 -0.270 0.398
H 2.478 -0.314 1.623 0.416
H 0.833 1.957 0.496 -1.373
H 2.538 1.923 0.234 0.468
H 2.333 1.733 3.053 0.432
H 2.758 3.131 2.112 0.414
H 1.755 -2.276 1.981 0.436
H 1.807 -3.425 0.606 0.349
H 0.342 -3.315 1.656 0.535
N -0.650 -0.975 1.764 -0.517
C -0.879 -0.819 2.920 0.834
N -1.334 -0.817 4.094 -0.478
C -1.006 -0.007 5.104 0.434
N -0.784 0.637 6.058 -0.368
```

- What is the ΔE to the lowest compared entry with this formula, charge and spin in the third record?
  478.83 kJ/mol

- Which of these has the lowest ΔE to the lowest compared entry with this formula, charge and spin?
  C8H7O2P